A single C6H5Cl4NS molecule at a distorted geometry. Source: the OMol25 dataset; level of theory: ωB97M-V/def2-TZVPD.

- HOMO (hartree) = -0.337
- E_LUMO (hartree) = -0.0023
- SMILES string = CS[C@]1(Cl)CC(Cl)=NC(Cl)=C1Cl

```
! wB97M-V def2-TZVPD RIJCOSX def2/J DEFGRID3
* xyz 0 1
C 0.08 0.80 -1.25
H -0.45 1.41 -1.93
Cl 0.68 -3.26 2.98
C 1.43 0.56 3.96
Cl 1.59 3.08 2.92
H -0.39 -0.24 -1.32
H -0.04 -1.36 0.91
C 0.87 0.50 1.47
Cl 1.71 1.09 5.50
C 0.08 -0.75 1.88
H 1.05 0.91 -1.61
Cl 2.42 -0.04 0.89
H -0.84 -0.32 2.15
C 1.28 1.41 2.95
N 1.40 -0.83 3.90
S 0.03 1.63 0.37
C 0.76 -1.46 3.00
*
```